DFT (wB97M-V/def2-TZVPD) results for an isolated ion of composition C10H21O3Si and charge -1 in a non-equilibrium geometry.

The geometry in XYZ format:
```
35
Properties=species:S:1:pos:R:3
C 0.885 -2.041 0.733
C -2.204 2.083 1.206
C -2.954 -0.628 -0.717
C 1.334 -1.495 -2.148
C 3.069 2.218 0.006
C -1.052 1.253 0.494
C -2.052 -1.026 0.515
C 0.168 -0.961 -1.343
C -0.878 -0.224 0.892
C 0.459 -0.702 0.117
O 2.029 -1.961 1.313
O 0.144 -3.029 0.746
O 2.038 1.367 -0.116
Si 2.180 -0.104 0.676
H -1.897 3.087 1.322
H -2.520 1.576 2.169
H -3.139 2.043 0.609
H -3.542 0.245 -0.409
H -3.514 -1.456 -1.056
H -2.243 -0.328 -1.495
H 1.818 -2.341 -1.583
H 1.203 -1.578 -3.140
H 2.151 -0.717 -2.031
H 2.777 3.148 -0.493
H 3.882 1.792 -0.504
H 3.221 2.401 1.071
H -1.153 1.349 -0.515
H -0.095 1.598 0.861
H -2.786 -0.966 1.446
H -1.663 -2.066 0.491
H -0.053 -0.052 -1.839
H -0.660 -1.664 -1.499
H -0.870 -0.383 2.046
H 2.513 0.247 2.140
H 3.402 -0.683 0.033
```

**Frontier orbital gap (alpha / beta)**: 3.00 / 7.12 eV
**Multiplicity**: 3
**Charge**: -1

Here are the Löwdin charges for atoms 1 to 8, given in e:
1 C -0.755
2 C -0.080
3 C -0.084
4 C -0.098
5 C -0.256
6 C -0.204
7 C -0.245
8 C -0.250


DFT (wB97M-V/def2-TZVPD) results for a 2-piece molecular cluster, C6H14N2O2 overall in a non-equilibrium geometry.

The geometry in XYZ format:
```
24
Properties=species:S:1:pos:R:3
C 2.395 2.110 0.905
N 1.608 2.178 -0.353
C 1.720 1.247 -1.354
C 0.672 1.321 -2.476
O 2.494 0.346 -1.236
H 2.943 3.039 1.063
H 1.926 1.818 1.772
H 3.151 1.250 0.666
H 0.932 2.960 -0.371
H 0.228 0.382 -2.801
H -0.220 1.801 -2.176
H 1.117 1.842 -3.274
C -0.098 -2.552 -0.043
N -1.164 -2.177 0.820
C -1.944 -1.054 0.751
C -3.058 -0.895 1.792
O -1.679 -0.226 -0.078
H -0.359 -3.204 -0.889
H 0.307 -1.513 -0.361
H 0.677 -3.184 0.465
H -1.528 -2.986 1.367
H -3.947 -1.540 1.499
H -2.675 -1.223 2.637
H -3.497 0.261 1.675
```

**Frontier orbital gap**: 10.14 eV
**Energy relative to the best compared isomer or geometry (same formula, charge and spin)**: 48.7 kcal/mol
**SMILES**: CNC(C)=O.CNC(C)=O

Here are the Löwdin charges for atoms 1 to 8, given in e:
1 C -0.066
2 N -0.004
3 C -0.554
4 C 0.007
5 O 0.042
6 H 0.073
7 H 0.037
8 H 0.115


DFT (wB97M-V/def2-TZVPD) results for an isolated ion of composition C7H8N4 and charge +2 in a non-equilibrium geometry.

The geometry in XYZ format:
```
19
Properties=species:S:1:pos:R:3
C -0.147 0.494 -0.008
C 1.288 -1.249 -0.435
C -2.827 -0.832 -1.972
C -0.752 -1.354 -1.457
C 2.047 1.255 2.255
C 2.179 0.463 1.226
C -1.094 -0.114 -0.910
N 1.053 -0.068 0.256
N 0.456 -1.870 -1.221
N -2.384 0.181 -1.236
N -1.879 -1.760 -2.132
H -0.377 1.423 0.503
H 2.246 -1.745 -0.322
H -3.837 -0.879 -2.360
H 2.961 1.473 2.794
H 1.141 1.696 2.628
H 3.097 0.000 0.895
H -2.909 1.009 -0.954
H -2.004 -2.619 -2.666
```

**Frontier orbital gap (alpha / beta)**: 6.58 / 4.73 eV
**Multiplicity**: 3
**Charge**: +2

Here are the Löwdin charges for atoms 1 to 8, given in e:
1 C 0.070
2 C 0.023
3 C 0.036
4 C -0.161
5 C 0.101
6 C -0.034
7 C -0.027
8 N 0.012


DFT (wB97M-V/def2-TZVPD) results for a 2-piece molecular cluster, C3H8N3O overall in a non-equilibrium geometry.

The geometry in XYZ format:
```
15
Properties=species:S:1:pos:R:3
C 1.467 1.434 -0.393
C -1.727 -0.251 0.190
C 1.681 0.188 -0.654
N -2.067 0.935 -0.135
N 2.188 -0.318 0.498
N -0.608 -0.892 -0.031
O 1.125 2.421 0.155
H -2.498 -0.855 0.571
H 1.989 -0.056 -1.623
H -2.941 1.469 0.235
H -1.333 1.510 -0.519
H 2.095 0.302 1.280
H 3.116 -0.731 0.288
H -0.616 -1.893 0.332
H 0.251 -0.479 -0.350
```

**Frontier orbital gap**: 9.11 eV
**Charge**: +1
**Energy relative to the best compared isomer or geometry (same formula, charge and spin)**: 67.4 kcal/mol

Here are the Löwdin charges for atoms 1 to 8, given in e:
1 C -0.170
2 C -0.213
3 C -0.289
4 N 0.190
5 N 0.058
6 N 0.192
7 O 0.192
8 H 0.143


Number 1: total energy -24726.5411 eV. Number 2: total energy -13523.5117 eV. Number 3: total energy -13327.1903 eV. Number 4: total energy -9749.5394 eV.